A cluster of 2 separate species, C4H6INO in total in a non-equilibrium geometry. Source: OMol25; level of theory: ωB97M-V/def2-TZVPD.

Geometry as ORCA input:
```
! wB97M-V def2-TZVPD RIJCOSX def2/J DEFGRID3
* xyz 0 1
C -2.55 -1.02 -0.02
C -0.15 0.70 -0.68
C -0.68 0.10 1.52
C 0.30 -0.19 0.48
N -3.24 -1.39 -0.83
O 0.48 -1.50 0.16
I -1.06 -1.04 3.19
H -1.20 0.72 -0.62
H 0.01 -0.01 -1.58
H 0.33 1.70 -0.62
H -1.16 1.06 1.38
H 1.34 0.07 0.73
H -0.31 -1.84 -0.34
*
```

The value obtained for the maximum force is 0.11832 hartree/bohr. The LUMO energy comes out at -0.0914 Eh. The calculation puts the molar mass at 211.00 g mol⁻¹. The total energy is -583.5218 Eh.

***

An isolated molecule of C4H10N2O2 in a non-equilibrium geometry. Source: OMol25; level of theory: ωB97M-V/def2-TZVPD.

Geometry as ORCA input:
```
! wB97M-V def2-TZVPD RIJCOSX def2/J DEFGRID3
* xyz 0 1
O -0.68 1.26 1.57
C 0.23 0.37 1.41
N 1.07 0.57 0.23
C 0.45 1.40 -0.77
N 0.77 0.91 -2.07
C -0.34 -1.11 1.35
C -0.96 -1.36 0.00
O -0.01 -1.58 -0.94
H 1.31 -0.35 -0.19
H 0.79 2.45 -0.70
H -0.64 1.45 -0.58
H 0.42 1.49 -2.81
H 0.42 -0.06 -2.13
H 0.50 -1.79 1.43
H -1.07 -1.20 2.15
H -1.62 -0.52 -0.28
H -1.61 -2.25 0.08
H 0.96 0.34 2.26
*
```

The value obtained for the maximum force is 0.05900 hartree/bohr. The LUMO energy comes out at -0.1227 Eh. The calculation puts the molar mass at 118.14 g mol⁻¹. The total energy is -418.1945 Eh.

***

A structure of composition C35H33BrN10OPRuS. Source: OMol25; level of theory: ωB97M-V/def2-TZVPD.

Geometry as ORCA input:
```
! wB97M-V def2-TZVPD RIJCOSX def2/J DEFGRID3
* xyz 2 2
Ru -0.26 -0.06 0.57
Br -4.65 5.84 -0.22
C -3.43 4.41 -0.34
C -2.73 4.19 -1.53
C -1.84 3.15 -1.63
C -1.60 2.27 -0.56
O -0.75 1.29 -0.77
C -2.31 2.51 0.65
C -2.18 1.74 1.85
N -1.37 0.76 2.05
C -1.29 0.07 3.30
C -1.85 0.45 4.48
C -1.70 -0.35 5.64
C -0.99 -1.52 5.60
C -0.38 -1.93 4.39
C 0.37 -3.12 4.26
C 0.93 -3.44 3.05
C 0.78 -2.55 1.97
N 0.09 -1.44 2.06
C -0.51 -1.12 3.25
C -3.22 3.58 0.72
H -2.89 4.85 -2.38
H -1.31 2.96 -2.56
H -2.83 2.04 2.67
H -2.41 1.37 4.56
H -2.16 -0.03 6.56
H -0.89 -2.14 6.48
H 0.49 -3.77 5.11
H 1.51 -4.34 2.92
H 1.25 -2.74 1.02
H -3.77 3.75 1.64
C 6.29 -0.41 -0.71
N 5.25 -0.96 0.16
C 5.46 -1.90 1.12
C 4.24 -2.12 1.70
N 3.29 -1.34 1.10
C 3.92 -0.65 0.18
P 3.23 0.60 -0.92
C 1.85 -0.25 -1.71
N 0.80 -0.87 -1.17
C 0.11 -1.41 -2.22
C 0.74 -1.13 -3.39
N 1.83 -0.39 -3.06
C 2.83 0.09 -4.02
C 2.31 1.60 0.29
N 1.31 1.23 1.11
C 1.15 2.26 2.01
C 2.03 3.25 1.72
N 2.75 2.83 0.64
C 3.83 3.58 0.01
H 7.20 -0.96 -0.55
H 6.00 -0.50 -1.76
H 6.47 0.64 -0.48
H 6.43 -2.31 1.31
H 4.00 -2.79 2.51
H -0.80 -1.96 -2.08
H 0.50 -1.38 -4.41
H 2.40 0.02 -5.01
H 3.08 1.13 -3.81
H 3.73 -0.52 -3.97
H 0.44 2.22 2.81
H 2.21 4.20 2.20
H 3.87 4.57 0.46
H 4.79 3.09 0.16
H 3.64 3.69 -1.06
N -1.93 -3.69 -0.10
C -2.51 -2.62 -0.64
S -2.46 -1.11 0.21
N -3.12 -2.77 -1.81
C -3.73 -1.76 -2.63
C -4.64 -0.85 -2.12
C -5.21 0.08 -2.98
C -4.89 0.09 -4.33
C -4.00 -0.85 -4.83
C -3.41 -1.77 -3.98
H -1.58 -3.61 0.84
H -2.02 -4.61 -0.49
H -3.10 -3.69 -2.22
H -4.92 -0.87 -1.08
H -5.93 0.79 -2.59
H -5.35 0.81 -4.99
H -3.76 -0.86 -5.89
H -2.72 -2.51 -4.37
*
```

The value obtained for the maximum force is 0.00976 hartree/bohr. The LUMO energy (spin up / spin down) comes out at -0.2002 / -0.2293 Eh. The calculation puts the molar mass at 853.73 g mol⁻¹. The total energy is -5384.4556 Eh. As for the expectation value of S²: 0.76.

***

A structure of composition C30H31FN3O7PRuS. Source: OMol25; level of theory: ωB97M-V/def2-TZVPD.

Geometry as ORCA input:
```
! wB97M-V def2-TZVPD RIJCOSX def2/J DEFGRID3
* xyz 2 1
Ru 0.57 1.68 1.64
F -1.45 -0.55 -4.94
C -1.31 -1.20 -3.77
C -0.89 -0.52 -2.67
C -0.74 -1.22 -1.46
C -0.30 -0.51 -0.27
O -0.05 0.72 -0.28
C -0.20 -1.29 0.92
C -0.48 -2.61 0.92
N -0.85 -3.28 -0.20
C -1.16 -4.70 -0.12
C -0.26 -5.68 -0.81
C -0.25 -5.58 0.68
C -1.01 -2.60 -1.40
C -1.46 -3.26 -2.55
C -1.62 -2.57 -3.73
N -2.07 -3.27 -4.90
C -3.32 -2.76 -5.49
C -3.97 -3.90 -6.27
N -2.88 -4.87 -6.68
C -1.66 -4.14 -7.15
C -1.04 -3.42 -5.93
C 0.23 -0.42 2.06
O -0.64 0.25 2.69
O 1.48 -0.13 2.13
H -0.66 0.53 -2.71
H -0.42 -3.21 1.81
H -2.22 -4.90 -0.09
H 0.60 -5.27 -1.33
H -0.72 -6.54 -1.28
H 0.62 -5.14 1.14
H -0.72 -6.37 1.26
H -1.69 -4.31 -2.54
H -3.15 -1.89 -6.13
H -3.99 -2.45 -4.69
H -4.45 -3.56 -7.18
H -4.68 -4.47 -5.67
H -3.22 -5.51 -7.40
H -2.63 -5.42 -5.86
H -1.99 -3.44 -7.92
H -0.98 -4.85 -7.59
H -0.63 -2.46 -6.27
H -0.22 -4.01 -5.52
C 1.63 1.32 4.88
P 1.19 2.54 3.62
C 0.01 3.65 4.42
C 0.43 4.60 5.35
C -0.51 5.41 5.97
C -1.86 5.28 5.67
C -2.27 4.33 4.75
C -1.34 3.52 4.12
C 2.68 3.56 3.40
C 3.91 3.20 3.76
C 5.14 3.92 3.49
C 5.36 4.70 2.43
C 4.38 4.91 1.33
C 2.92 5.26 1.65
H 1.98 1.81 5.78
H 2.37 0.63 4.49
H 0.72 0.76 5.10
H 1.48 4.71 5.59
H -0.18 6.15 6.70
H -2.58 5.91 6.16
H -3.33 4.22 4.52
H -1.67 2.77 3.41
H 4.00 2.27 4.31
H 5.94 3.78 4.21
H 6.32 5.19 2.32
H 4.75 5.67 0.64
H 1.84 6.79 2.04
O 4.06 3.70 0.56
S 2.54 4.14 0.12
O 2.34 4.77 2.80
O 1.58 3.05 0.43
O 2.62 6.57 1.51
*
```

The value obtained for the maximum force is 0.00218 hartree/bohr. The LUMO energy comes out at -0.1767 Eh. The calculation puts the molar mass at 728.70 g mol⁻¹. The total energy is -2786.4466 Eh.

***

A cluster of 2 separate species, C4H9O2 in total in a non-equilibrium geometry. Source: OMol25; level of theory: ωB97M-V/def2-TZVPD.

Geometry as ORCA input:
```
! wB97M-V def2-TZVPD RIJCOSX def2/J DEFGRID3
* xyz -1 1
C 0.45 -0.73 -1.12
C 0.92 -2.14 -0.93
H 0.79 -0.26 -2.07
H -0.57 -0.63 -0.99
H 0.96 -0.09 -0.39
H 0.50 -2.76 -1.86
H 0.46 -2.61 -0.11
H 2.03 -2.34 -1.14
C -0.42 1.22 1.63
C -1.17 2.21 0.73
O -1.84 3.11 1.29
O -1.21 1.93 -0.52
H 0.51 1.12 1.13
H -1.22 0.34 1.71
H -0.21 1.61 2.64
*
```

The value obtained for the maximum force is 0.10068 hartree/bohr. The LUMO energy comes out at 0.1369 Eh. The calculation puts the molar mass at 89.11 g mol⁻¹. The total energy is -308.3053 Eh.

***

A structure of composition C9H33BBrF9GaO12 in a non-equilibrium geometry. Source: OMol25; level of theory: ωB97M-V/def2-TZVPD.

Geometry as ORCA input:
```
! wB97M-V def2-TZVPD RIJCOSX def2/J DEFGRID3
* xyz -1 1
C -1.35 -1.34 0.27
C -1.23 -1.96 -1.20
Br -1.53 -3.94 -1.06
C 0.19 -1.71 -1.91
Ga 1.74 -1.19 -0.63
C 3.29 -0.21 -1.66
C 3.85 0.91 -0.66
C 3.59 2.41 -1.11
F 3.76 2.48 -2.53
F 4.62 3.23 -0.58
C 2.12 2.97 -0.82
F 1.94 4.11 -1.66
F 1.18 2.02 -1.29
C 1.77 3.24 0.70
F 0.40 3.68 0.72
F 1.81 2.12 1.53
C 2.60 4.39 1.42
F 3.77 3.93 2.06
F 2.91 5.48 0.63
F 1.79 4.88 2.47
B 2.41 -2.73 0.60
O 2.45 -2.48 2.04
O 2.85 -4.04 0.18
H -1.08 -0.24 0.32
H -0.81 -1.97 1.05
H -2.47 -1.40 0.54
H -2.06 -1.49 -1.82
H 0.46 -2.59 -2.61
H 0.04 -0.81 -2.61
H 1.13 -0.05 0.35
H 4.11 -0.98 -1.89
H 2.81 0.18 -2.61
H 3.50 0.65 0.38
H 5.00 0.79 -0.65
H 2.24 -1.53 2.17
H 3.32 -4.40 0.96
O -0.93 6.66 1.73
H -0.52 5.84 1.40
H -0.63 6.72 2.64
O -3.03 -6.69 -1.98
H -3.49 -6.49 -2.80
H -2.60 -5.85 -1.74
O -1.06 1.97 2.87
H -0.38 2.24 2.25
H -1.24 2.76 3.39
O -3.02 5.99 -0.59
H -2.77 6.52 -1.36
H -2.27 6.10 0.01
O -3.71 3.17 2.60
H -3.15 3.43 1.86
H -3.67 2.20 2.60
O -0.46 7.00 -1.45
H -0.05 6.19 -1.78
H -0.17 7.06 -0.53
O -4.11 -8.88 -0.23
H -5.02 -9.09 -0.46
H -3.83 -8.26 -0.92
O 1.86 1.22 4.64
H 2.21 2.01 4.21
H 1.01 1.07 4.19
O -0.27 -8.48 -2.09
H -1.08 -7.96 -2.08
H -0.55 -9.34 -2.44
O -5.92 -6.51 -2.01
H -6.85 -6.44 -1.76
H -5.47 -6.67 -1.17
*
```

The value obtained for the maximum force is 0.06387 hartree/bohr. The LUMO energy comes out at 0.0622 Eh. The calculation puts the molar mass at 664.77 g mol⁻¹. The total energy is -6688.1148 Eh.